(1)
103
Properties=species:S:1:pos:R:3:forces:R:3 method="wB97M-V/def2-TZVPD" s2=0.76 mol_weight_g_mol=966.83 e_above_lowest_kcal_mol=0.0 orbital_gap_ev="7.55 / 4.94" fmax_ev_per_a=3.9 multiplicity=2
V 11.0501 -12.7202 -19.5132 -1.623 3.317 -1.290
V 13.5867 -10.2500 -19.8757 -2.937 0.688 1.404
S 17.1784 -10.7077 -17.3477 -1.243 -1.233 -0.181
S 5.5276 -8.1707 -18.2212 0.870 -0.452 -1.192
S 9.7289 -9.3011 -12.7144 -0.356 0.197 0.422
S 11.6711 -14.6410 -13.7689 -0.845 -0.706 0.944
S 15.0882 -13.0377 -12.9777 -0.615 -0.932 0.587
O 15.0329 -13.3203 -14.4053 0.271 0.885 2.109
O 12.7165 -11.4721 -18.1731 -0.011 0.225 -2.343
O 6.2773 -9.7017 -18.2536 -1.736 1.740 2.181
O 17.5231 -9.6493 -16.1666 -0.836 -1.327 -1.131
O 12.3921 -16.0895 -13.6470 -0.352 1.009 -0.396
O 13.1319 -13.6670 -20.1702 -2.599 -0.017 2.320
O 5.6576 -8.1010 -19.8549 -1.839 0.488 1.233
O 10.9867 -10.0505 -12.4910 -2.776 1.158 -0.219
O 6.4077 -7.1780 -17.5850 -1.877 -2.270 -1.241
O 10.5070 -13.5825 -20.7612 0.572 1.017 2.274
O 13.9243 -8.7107 -19.5555 -0.492 -1.919 -0.674
O 9.7860 -12.0872 -18.7425 1.936 -1.595 -1.287
O 9.5022 -8.0042 -12.0715 0.704 -2.090 -0.723
O 16.3160 -10.0443 -18.3542 1.505 -1.130 1.883
O 14.0732 -13.8947 -22.0144 0.181 -0.788 -3.024
O 8.3297 -10.2222 -12.3794 2.134 1.637 -1.479
O 14.7267 -10.8388 -20.7448 0.525 -0.504 -0.489
O 11.5686 -13.9349 -12.4736 0.606 -1.261 -2.621
O 16.6867 -12.5745 -12.6216 -2.968 0.049 -0.942
O 16.7450 -11.9691 -16.7141 0.962 2.858 -1.249
O 14.6100 -14.1046 -12.0595 1.523 2.023 -1.454
O 4.1153 -8.2779 -17.8957 2.777 0.064 -0.260
O 11.6087 -10.7325 -20.9750 1.343 -0.286 1.990
O 15.1362 -13.8741 -20.2368 2.807 -0.684 1.484
O 12.2694 -14.1088 -14.9648 -0.697 0.236 1.120
N 14.0945 -13.8756 -20.8480 -0.214 1.658 -0.509
C 18.8575 -10.9280 -18.0555 -1.314 0.778 0.992
C 10.9034 -10.1670 -22.0766 1.881 0.533 -1.890
C 7.0643 -11.6408 -10.9906 -1.866 -2.089 -0.407
C 9.4914 -10.5200 -22.0712 -1.513 0.092 1.572
C 12.4240 -16.7369 -12.3872 1.019 0.423 1.866
C 9.9949 -15.2441 -14.1653 0.363 1.136 -0.480
C 8.4016 -11.2109 -11.3919 0.968 0.058 1.522
C 11.1078 -8.6152 -22.2743 0.318 -1.183 1.014
C 7.1248 -9.8479 -19.3310 1.044 -2.049 -1.283
C 12.5981 -10.4698 -17.1545 0.330 1.447 0.300
C 17.5408 -13.3825 -11.8639 1.420 -0.360 1.170
C 9.4601 -9.0558 -14.4935 -0.112 1.042 0.840
C 11.5046 -9.4224 -17.4607 -0.413 -0.492 -0.405
C 17.7963 -12.7446 -10.5009 0.583 1.015 0.597
C 12.4555 -18.2409 -12.5435 -1.394 1.192 -0.198
C 17.3724 -8.2311 -16.3736 1.010 0.450 1.352
C 12.6200 -10.8907 -15.6958 -0.025 -0.950 0.347
C 16.0290 -7.6192 -16.0525 -0.209 -0.866 -0.558
C 6.7804 -8.8137 -20.3567 0.900 2.460 0.547
C 14.1186 -11.4684 -12.4955 1.206 -1.121 -0.154
H 9.4170 -11.6031 -21.9731 -0.420 0.053 -0.106
H 19.5388 -11.0157 -17.2093 -0.117 -0.403 -0.097
H 6.4863 -11.0648 -10.2679 0.318 0.200 -0.202
H 11.5869 -9.0663 -18.4876 0.011 -0.119 -0.174
H 13.5492 -11.3824 -15.4078 0.220 -0.096 -0.434
H 8.1889 -9.8450 -19.0950 0.001 0.584 0.542
H 10.0103 -15.4948 -15.2259 0.197 -0.681 0.229
H 10.3420 -8.1515 -21.6525 0.042 0.467 -0.113
H 6.6079 -9.0744 -21.4009 -0.079 -0.248 0.371
H 12.4263 -18.7257 -11.5677 0.700 0.011 -0.065
H 15.7388 -7.7211 -15.0068 0.380 0.310 0.080
H 12.5807 -9.9973 -15.0725 -0.266 0.144 -0.060
H 15.2388 -8.1330 -16.6000 -0.004 0.224 -0.376
H 8.8042 -10.8218 -10.4567 0.783 0.254 -0.172
H 7.5429 -8.0435 -20.2400 0.593 -0.158 -0.994
H 18.4824 -13.3814 -12.4129 0.012 -0.168 -0.136
H 7.0260 -10.8523 -19.7429 -0.590 -0.203 0.159
H 6.4370 -11.9297 -11.8340 -0.231 0.684 -0.359
H 11.5243 -8.5051 -16.8723 0.427 -0.200 0.372
H 16.9366 -12.1915 -10.1225 -0.334 -0.563 0.118
H 11.1489 -10.6751 -23.0092 1.492 -0.011 -0.196
H 14.0172 -11.4677 -11.4103 0.056 -0.359 -0.103
H 11.0813 -8.2510 -23.3013 -0.466 -0.385 -0.055
H 7.2210 -12.6567 -10.6282 -0.050 0.022 0.902
H 13.2606 -18.5040 -13.2295 -0.282 -0.498 0.211
H 17.2563 -14.4276 -11.7420 -0.597 0.128 -0.250
H 8.9611 -10.1311 -22.9405 0.061 -0.140 -0.029
H 13.5316 -9.9079 -17.1853 0.306 0.208 -0.327
H 14.6865 -10.5804 -12.7734 -0.100 -0.211 -0.390
H 11.5892 -16.4088 -11.7679 -0.267 -0.111 -0.068
H 11.4375 -18.3846 -12.9054 0.213 -0.985 -0.808
H 9.1242 -10.0276 -21.1709 -0.817 -0.206 0.184
H 16.1196 -6.5892 -16.3974 -0.427 0.102 0.318
H 18.0820 -7.9452 -15.5972 0.039 0.676 -0.070
H 19.0231 -9.9440 -18.4942 0.218 -0.358 -0.591
H 18.8203 -11.7970 -18.7125 0.165 0.360 -0.054
H 9.1045 -9.9499 -15.0057 0.506 0.176 0.031
H 13.1387 -11.5575 -12.9645 0.211 -0.008 -0.087
H 9.6595 -16.0210 -13.4782 0.241 0.021 -0.203
H 10.5035 -9.8407 -17.3564 -0.080 -0.182 0.021
H 17.7990 -7.8609 -17.3059 -0.294 -0.493 -0.324
H 8.7918 -8.2027 -14.6108 -0.878 -0.490 0.420
H 11.8610 -11.5995 -15.3648 -0.413 0.169 -0.218
H 18.2552 -13.3528 -9.7214 -0.667 -0.772 -0.115
H 12.0870 -8.3021 -21.9121 0.048 -0.081 0.235
H 10.3388 -8.5154 -14.8456 0.636 -1.061 -0.147
H 18.5586 -11.9655 -10.5026 0.094 0.320 -0.848
H 8.9800 -12.0907 -11.6741 0.283 0.268 -0.435
H 13.3071 -16.3751 -11.8606 0.135 0.095 -0.062
H 9.3091 -14.3970 -14.1458 0.097 0.144 0.482



(2)
97
Properties=species:S:1:pos:R:3:forces:R:3 method="wB97M-V/def2-TZVPD" mol_weight_g_mol=918.18 charge=+2 e_above_lowest_kcal_mol=171.7 orbital_gap_ev=1.06 fmax_ev_per_a=11.2
Tl 5.7410 1.7572 2.3176 -0.057 0.008 -0.063
S -0.6133 0.0131 1.0688 -2.521 -3.395 6.314
S 0.2301 0.4409 -1.0578 2.612 0.789 -10.867
F -0.0781 -1.1109 2.0985 0.967 0.653 -0.697
F 1.6506 0.9347 -1.6511 -0.229 0.419 -0.610
O -1.1913 -7.6286 -9.1751 -1.606 -0.769 -1.265
O 0.1692 -0.8564 -1.7703 -1.070 1.934 1.650
O 7.8457 0.0270 -3.1836 0.076 -0.484 -0.365
O 4.9407 -4.2437 1.0867 0.157 1.113 -0.349
O 0.8558 6.3408 1.8404 0.517 -0.430 0.300
O -1.6505 -0.8318 0.4624 2.066 2.534 -0.728
O 5.4634 5.6703 -2.6430 0.097 0.013 -0.245
O -2.0094 -5.8688 9.2873 -0.603 -1.928 3.299
O -6.7353 2.6600 0.7023 -0.920 -1.757 1.474
O -7.5028 1.6568 -4.7736 -0.411 -0.355 0.347
O -1.0483 0.9988 2.0404 0.995 0.081 -2.290
O -0.6363 1.5364 -1.4956 0.461 -2.127 1.770
O 2.3938 3.4276 6.9023 0.382 0.568 -0.473
N -1.3034 6.6576 1.5144 -2.783 -0.569 -0.903
N 3.2128 -5.4493 0.2811 0.167 0.082 -0.197
N 3.9097 6.8113 -3.7332 -1.084 1.032 -0.893
N 0.4458 3.8896 7.7847 -2.035 0.289 -0.066
N 0.8799 0.3542 0.2838 -3.249 -0.855 5.505
N -6.8812 2.3063 2.8926 -0.312 -0.626 0.504
N 6.9901 -1.7585 -4.2248 -1.503 -2.368 0.456
N 0.7746 -8.0764 -8.1996 1.436 -0.643 0.507
C -7.0104 1.8658 1.6511 1.454 1.262 -2.983
C 7.7931 -0.7243 -4.1538 0.535 2.186 -0.885
C -1.8688 -3.7751 8.5619 0.767 -0.057 -1.653
C -7.4368 0.4304 1.4052 -0.735 0.240 -0.057
C -1.7995 -5.2521 8.1063 0.315 0.605 0.205
C -0.2598 7.9815 3.1825 1.054 -0.034 1.141
C 5.1351 6.3256 -3.6341 0.400 -0.610 2.283
C -5.5917 1.2649 -6.0995 1.248 0.267 -0.487
C 6.0921 6.6121 -4.7074 0.910 -0.903 -1.063
C -0.2998 -7.3429 -8.4394 0.212 1.417 1.499
C -0.1927 6.8820 2.1451 1.511 1.418 0.330
C -7.6348 -0.1230 -6.2853 -0.648 0.386 -0.399
C 1.7696 3.8610 7.8689 0.461 -2.016 -1.611
C 4.4213 -5.3149 0.8781 0.034 -1.131 1.000
C 5.1131 -6.5696 1.3990 -0.641 -0.284 0.002
C 8.5141 -0.3953 -5.4763 0.309 0.544 1.167
C -6.7125 0.6411 -5.3652 -1.386 0.108 -0.463
C -0.3295 -6.0186 -7.6854 0.030 0.829 0.217
C 2.4803 4.1202 9.0969 0.470 1.071 1.514
C -2.8466 -5.7523 7.1326 -0.651 0.830 -0.974
H -1.1820 -5.8596 -7.0251 -0.458 -0.489 -0.523
H 0.0824 3.6031 6.8869 0.040 -0.079 0.113
H -8.3880 0.5175 0.8800 -0.185 0.010 0.058
H -2.7440 -3.6231 9.1936 -0.144 0.035 -0.449
H -5.9908 1.8053 -6.9579 0.134 -0.137 -0.141
H 2.8133 -4.6047 -0.1025 -0.173 -0.276 0.053
H -6.3686 -0.1322 -4.6784 0.315 0.279 0.805
H 3.4131 4.5938 8.7908 0.140 -0.271 0.394
H -0.8108 7.6747 4.0716 -0.121 -0.286 -0.053
H -1.8200 -3.1795 7.6503 -0.579 0.477 0.101
H -6.8251 1.5934 3.6058 -0.091 0.687 0.366
H 0.4904 -5.8402 -6.9896 0.488 -0.229 -0.394
H 9.4595 -0.9374 -5.4554 0.101 0.142 -0.311
H -6.8309 -0.1732 0.7296 0.456 0.455 0.243
H -5.0095 1.9822 -5.5209 -0.025 -0.062 0.250
H -8.4708 -0.4799 -5.6839 0.246 -0.780 -0.106
H 5.9027 -6.2872 2.0954 0.147 -0.011 -0.526
H -0.3492 -5.2495 -8.4575 0.007 0.157 0.181
H -4.9170 0.4578 -6.3847 0.145 0.172 -0.405
H 8.6882 0.6762 -5.3780 0.381 -0.104 -0.267
H 6.8888 5.8813 -4.5682 0.202 0.292 -0.097
H -2.1295 7.1333 1.8484 -0.019 -0.290 -0.337
H 3.2950 6.8545 -2.9329 0.142 -0.164 -0.162
H -2.5174 -5.7949 6.0943 0.069 0.302 0.002
H -7.6371 -0.1000 2.3362 0.167 -0.006 -0.010
H 1.9561 4.7881 9.7804 -0.051 -0.023 0.006
H 7.1541 -2.5311 -4.8544 -0.014 0.410 -0.171
H -3.6834 -5.0603 7.2266 -0.226 0.006 -0.302
H 6.4056 -1.9790 -3.4312 0.224 0.045 0.103
H -8.1436 0.4877 -7.0312 0.276 0.609 0.021
H -7.0054 2.1788 -4.1398 0.292 -0.002 0.093
H -2.1356 -6.8126 9.1658 0.006 -0.212 0.075
H -3.2743 -6.7336 7.3379 0.417 -0.128 0.405
H 6.5090 7.6192 -4.7159 -0.257 -0.021 0.130
H 2.6397 3.1686 9.6040 0.275 0.059 -0.034
H 0.7765 8.1016 3.4985 -0.101 0.262 0.108
H 2.7549 -6.3425 0.1688 0.169 0.301 -0.028
H -7.0840 -0.8445 -6.8889 -0.179 -0.484 0.507
H -1.0008 -3.4422 9.1309 0.106 -0.529 0.131
H 7.9620 -0.5657 -6.4006 -0.131 -0.364 0.322
H -6.6944 3.2924 3.0058 0.183 -0.283 0.380
H 1.5261 -7.6184 -7.7040 -0.092 -0.538 -0.049
H -0.1890 3.7682 8.5608 0.360 0.378 0.111
H 5.6289 6.3629 -5.6620 0.000 0.331 -0.191
H 3.7579 7.4323 -4.5151 -0.417 0.003 0.276
H 4.4397 -7.2128 1.9655 -0.334 0.126 0.000
H 0.8868 -9.0186 -8.5459 -0.024 0.262 -0.182
H -0.8037 -5.5928 7.8230 0.520 0.594 -0.841
H -0.6551 8.9626 2.9194 -0.054 -0.271 -0.653
H -1.3868 5.8945 0.8581 0.010 0.160 0.046
H 5.4270 -7.1887 0.5587 0.459 0.142 0.048



(3)
92
Properties=species:S:1:pos:R:3:forces:R:3 method="wB97M-V/def2-TZVPD" mol_weight_g_mol=689.61 orbital_gap_ev=6.82 fmax_ev_per_a=10.0 smiles="CCOP(=O)(OCC)OCC.CCOP(=O)(OCC)OCC.CCOP(=O)(OCC)OCC.O=S(=O)(F)NCCO"
S 6.0975 -0.5602 -2.6733 1.545 -2.066 7.232
P -8.6827 -1.9637 0.3568 -7.075 0.185 6.895
P -1.8324 0.3080 -0.9730 -1.808 7.710 6.136
P 9.6445 1.0364 2.7463 6.544 0.616 -7.401
F 7.1834 0.6916 -3.2320 -2.803 -2.681 0.325
O 10.9605 2.0341 2.5402 -0.915 0.496 1.114
O -9.1800 -3.0927 1.4738 0.880 -0.536 -1.166
O 5.4103 -0.0230 -1.3730 1.848 -1.169 -6.110
O 7.0125 -1.7384 -2.2100 -2.910 4.203 -3.180
O -7.6565 -1.3165 1.3189 2.049 -0.905 -4.158
O -2.3753 1.8307 -1.3510 0.090 -0.317 -0.876
O 8.7256 2.2720 1.9577 -1.630 -1.263 3.857
O -3.4947 -0.1283 -0.7750 2.415 -2.891 -2.481
O 10.4670 -0.0694 3.4521 -3.839 1.044 2.541
O 9.6724 0.2548 1.2819 -0.687 -0.354 0.394
O -9.8293 -2.6868 -0.7181 4.020 0.360 -1.649
O 2.8539 0.4407 -3.1020 -1.485 -1.044 1.868
O -1.7832 0.4472 0.6846 -0.030 -1.471 -0.620
O -0.3445 0.6986 -1.1503 -0.805 -3.930 -2.451
O -9.8258 -0.7927 0.6365 0.436 0.479 -0.662
N 4.9485 -0.9856 -3.9170 1.429 -0.093 0.158
C -8.2179 -3.7175 2.3108 0.215 0.026 0.688
C -5.3384 1.4468 -0.8493 0.109 0.229 -0.292
C -2.9946 1.6911 -3.6909 -0.288 0.069 -0.101
C 2.5265 -0.9932 -2.9777 0.106 0.078 -0.375
C -9.5096 0.5428 0.2724 -0.083 0.516 0.064
C 13.1567 1.3488 3.2413 0.165 -0.163 -0.091
C 7.5416 -0.8960 1.1671 -0.142 0.135 -0.289
C 0.2202 1.1585 1.8094 0.113 0.203 0.027
C 11.9150 2.1553 3.5845 0.610 -0.234 0.097
C 8.3007 2.3446 -0.4297 -0.085 -0.370 -0.044
C 9.1393 2.8598 0.7271 0.252 0.066 -1.067
C -4.3930 0.6387 0.0225 -0.677 0.843 0.440
C 3.8550 -1.9072 -3.4226 -1.560 -0.410 0.794
C 9.0508 -1.0191 1.1984 -0.115 -0.577 -0.223
C -9.5927 0.7408 -1.2269 -0.232 0.061 -0.189
C -11.1784 -2.9390 -0.3341 -1.002 0.197 0.315
C -0.6434 -0.0201 1.3910 0.566 0.294 0.373
C -12.1220 -1.9364 -0.9754 0.033 0.388 -0.007
C -2.0976 2.3298 -2.6509 0.077 0.427 -0.334
C -8.2774 -3.1110 3.7031 -0.038 0.143 0.193
H -8.4628 -4.7817 2.3666 -0.101 0.064 -0.119
H -11.3252 -2.9420 0.7501 0.291 0.030 -0.235
H -10.2322 1.1988 0.7695 0.031 -0.212 0.024
H 8.9809 3.9371 0.8268 -0.024 -0.066 0.314
H -2.2708 3.4112 -2.6316 0.003 -0.146 0.163
H 12.9124 0.3125 2.9803 -0.100 0.208 0.218
H -8.2009 -2.0178 3.6769 0.142 -0.236 -0.146
H -7.2127 -3.6422 1.8817 -0.160 0.092 0.152
H 0.4591 1.8120 0.9623 -0.014 -0.296 0.050
H 7.0732 -1.8842 1.1585 0.038 0.087 0.017
H -8.9508 0.0300 -1.7566 0.076 0.074 -0.007
H -11.4249 -3.9401 -0.6984 0.319 -0.015 -0.032
H 9.3644 -1.6604 2.0272 0.096 0.127 -0.010
H -3.8845 1.3022 0.7284 0.102 -0.254 -0.259
H 13.6597 1.7782 2.3691 -0.048 0.042 0.135
H 2.2292 -1.2558 -1.8728 0.421 0.433 -2.282
H -0.3104 1.7782 2.5393 0.048 -0.146 -0.028
H 12.1809 3.2121 3.6747 -0.123 0.003 -0.104
H -4.9766 -0.0754 0.6100 0.209 -0.193 -0.109
H -9.2940 1.7567 -1.4999 0.031 -0.100 0.019
H -7.4719 -3.5009 4.3327 -0.097 0.011 -0.044
H 9.3992 -1.4949 0.2754 0.037 0.196 0.074
H 13.8595 1.3396 4.0800 -0.040 0.029 -0.086
H 1.6598 -1.2064 -3.7630 1.691 0.168 1.901
H 10.2006 2.7057 0.5104 -0.227 -0.077 0.289
H 4.2213 -2.5918 -2.5184 -0.782 1.491 -2.073
H 2.3462 0.8983 -2.3547 1.061 -0.966 -1.577
H -0.9943 -0.5485 2.2816 -0.135 0.030 -0.101
H -2.7347 2.0419 -4.6935 0.017 -0.070 0.085
H -4.8411 2.3324 -1.2499 0.003 -0.085 0.041
H -4.0437 1.9399 -3.5020 0.149 -0.070 -0.030
H -10.6149 0.5768 -1.5825 0.164 0.007 0.030
H -9.2356 -3.3437 4.1784 0.119 -0.070 -0.064
H 8.4107 2.9935 -1.3042 -0.013 0.062 0.140
H -5.6958 0.8608 -1.7017 -0.056 -0.055 0.200
H -1.0456 2.1787 -2.9095 -0.039 -0.019 0.124
H -13.1553 -2.2938 -0.9262 0.128 -0.100 -0.037
H -0.0765 -0.7419 0.7928 -0.023 0.214 0.071
H 5.4065 -1.3459 -4.7915 -0.156 0.568 1.444
H 7.1716 -0.3378 2.0326 -0.007 -0.074 0.097
H 1.1570 0.8152 2.2586 -0.101 0.039 -0.009
H 11.4893 1.8489 4.5463 0.133 -0.069 -0.189
H -8.5179 0.8222 0.6400 -0.045 -0.121 0.050
H -2.9142 0.5999 -3.6670 0.064 0.002 -0.077
H 7.2163 -0.3547 0.2731 0.021 -0.141 0.228
H 7.2421 2.2810 -0.1592 0.117 0.164 -0.041
H 3.4556 -2.5925 -4.3152 1.474 1.529 1.871
H 8.6196 1.3444 -0.7296 -0.010 0.080 0.071
H -6.1967 1.7952 -0.2665 0.058 -0.161 0.036
H -11.8555 -1.7478 -2.0200 -0.076 -0.202 0.082
H -12.0883 -0.9778 -0.4539 0.042 -0.102 -0.012